Density functional theory data (the ωB97M-V functional and the def2-TZVPD basis) for a structure of composition C13H15N2OReS3.

As for the frontier orbital gap (spin up / spin down): 6.5 / 6.8 eV. The LUMO energy (spin up / spin down) comes out at -4.15 / -4.40 eV. The charge is +1. Its expectation value of S² is 0.76. The spin multiplicity is 2. The value obtained for the total energy is -53383.135 eV.

CARTESIAN COORDINATES (ANGSTROEM)
Re -0.597 -0.051 -0.084
S 1.432 0.173 -1.023
C 2.091 1.747 -0.577
C 3.244 2.261 -1.168
C 3.717 3.494 -0.758
C 3.040 4.218 0.225
C 1.891 3.709 0.801
C 1.424 2.460 0.394
S -0.024 1.751 1.107
H 3.756 1.701 -1.941
H 4.613 3.901 -1.207
H 3.412 5.185 0.536
H 1.353 4.270 1.554
C -3.094 0.229 -2.023
O -2.105 -0.235 -1.088
H -3.202 1.306 -1.935
H -4.030 -0.259 -1.770
H -2.784 -0.039 -3.029
C 2.952 -3.844 -1.790
C 1.540 -3.907 -1.316
C 0.561 -4.746 -1.793
C -0.716 -4.670 -1.244
N -1.031 -3.776 -0.282
C -0.089 -2.982 0.151
S -0.337 -1.772 1.434
N 1.174 -3.064 -0.333
C -1.815 -5.573 -1.689
H 3.121 -4.570 -2.580
H 3.639 -4.051 -0.968
H 3.171 -2.845 -2.172
H 0.792 -5.452 -2.578
H 1.852 -2.411 0.052
H -1.500 -6.247 -2.481
H -2.659 -4.970 -2.028
H -2.167 -6.154 -0.834


Density functional theory data (the ωB97M-V functional and the def2-TZVPD basis) for a cluster of 10 separate species, C64H140F9N7O3PS in total.

As for the frontier orbital gap: 1.7 eV. The LUMO energy comes out at -10.02 eV. The charge is +5. The spin multiplicity is 1. The value obtained for the total energy is -129745.773 eV.

CARTESIAN COORDINATES (ANGSTROEM)
P -1.903 2.907 -2.317
F -2.066 3.611 -0.802
F -3.514 2.932 -2.533
F -1.821 4.348 -3.008
F -1.765 2.137 -3.774
F -0.266 2.881 -2.138
F -1.996 1.430 -1.586
C -4.655 -3.787 0.513
C -4.201 -2.937 1.662
C -5.274 -2.482 2.578
N -4.803 -1.325 3.525
C -3.457 -1.671 4.102
C -2.899 -0.481 4.865
C -2.724 0.779 3.969
C -4.090 1.199 3.479
C -4.749 -0.003 2.753
C -5.780 -1.266 4.600
H -5.347 -4.627 0.774
H -3.724 -4.177 -0.006
H -5.133 -3.235 -0.311
H -3.684 -2.121 1.183
H -3.488 -3.468 2.235
H -5.545 -3.309 3.203
H -6.181 -1.974 2.119
H -2.751 -1.901 3.264
H -3.621 -2.560 4.764
H -1.903 -0.675 5.383
H -3.481 -0.213 5.688
H -2.030 0.486 3.177
H -2.251 1.560 4.476
H -4.146 2.041 2.769
H -4.770 1.450 4.304
H -4.148 -0.292 1.886
H -5.752 0.272 2.420
H -5.451 -0.509 5.252
H -5.743 -2.183 5.121
H -6.736 -1.100 4.148
C -5.100 -11.846 -0.609
C -3.893 -10.927 -0.946
C -2.802 -10.907 0.193
N -1.825 -9.756 0.324
C -1.113 -9.557 -1.080
C -0.213 -8.344 -1.178
C -1.082 -7.087 -0.854
C -1.545 -7.218 0.611
C -2.452 -8.436 0.792
C -0.779 -10.065 1.311
H -5.928 -11.712 -1.280
H -5.515 -11.710 0.411
H -4.773 -12.947 -0.740
H -4.243 -9.914 -1.075
H -3.348 -11.194 -1.841
H -2.095 -11.738 0.131
H -3.276 -11.021 1.205
H -1.942 -9.450 -1.748
H -0.596 -10.520 -1.157
H 0.273 -8.342 -2.156
H 0.607 -8.305 -0.458
H -1.989 -7.000 -1.398
H -0.602 -6.145 -1.006
H -2.158 -6.330 0.869
H -0.707 -7.053 1.321
H -3.366 -8.440 0.158
H -2.766 -8.644 1.817
H -0.104 -10.844 0.911
H -1.178 -10.373 2.244
H -0.171 -9.176 1.487
C 3.346 6.609 0.123
C 4.298 5.480 0.534
C 4.637 5.557 2.035
N 5.436 4.388 2.584
C 5.303 4.395 4.109
C 3.914 3.992 4.557
C 3.355 2.705 3.947
C 3.558 2.710 2.448
C 5.008 3.050 2.125
C 6.899 4.647 2.284
H 3.050 6.574 -0.928
H 3.910 7.526 0.318
H 2.503 6.604 0.802
H 5.237 5.589 -0.107
H 3.816 4.539 0.317
H 3.768 5.416 2.615
H 5.106 6.478 2.321
H 5.570 5.437 4.310
H 6.029 3.653 4.415
H 3.178 4.752 4.334
H 3.953 3.917 5.656
H 2.298 2.515 4.207
H 3.874 1.821 4.389
H 2.850 3.406 1.909
H 3.377 1.767 1.970
H 5.167 3.029 1.022
H 5.653 2.321 2.586
H 7.095 5.657 2.616
H 7.086 4.591 1.228
H 7.502 3.929 2.822
C -5.747 3.671 -4.643
C -4.799 4.767 -5.143
C -3.547 4.121 -5.813
N -2.748 5.058 -6.700
C -1.527 4.255 -7.141
C -0.591 5.059 -8.037
C -1.338 5.387 -9.306
C -2.635 6.105 -9.013
C -3.460 5.331 -7.980
C -2.313 6.387 -5.989
H -5.192 2.818 -4.248
H -6.413 3.286 -5.418
H -6.437 3.959 -3.877
H -4.440 5.317 -4.321
H -5.368 5.447 -5.779
H -3.777 3.213 -6.430
H -2.894 3.761 -5.012
H -1.943 3.388 -7.665
H -1.068 3.911 -6.247
H 0.293 4.559 -8.276
H -0.243 5.986 -7.581
H -1.688 4.508 -9.770
H -0.717 5.853 -10.113
H -3.269 6.171 -9.902
H -2.417 7.105 -8.596
H -3.888 4.413 -8.359
H -4.312 5.868 -7.655
H -1.931 6.187 -4.950
H -3.209 7.049 -6.016
H -1.498 6.845 -6.477
C -7.611 9.553 8.978
C -7.087 9.618 7.541
C -5.885 8.692 7.375
N -5.161 8.634 6.081
C -4.031 7.571 6.241
C -3.171 7.280 5.003
C -4.179 6.892 3.874
C -5.173 8.001 3.642
C -5.998 8.284 4.871
C -4.489 10.003 5.859
H -6.790 9.754 9.742
H -7.967 8.534 9.210
H -8.489 10.143 9.092
H -6.783 10.678 7.213
H -7.831 9.267 6.831
H -6.253 7.683 7.646
H -5.170 8.923 8.149
H -4.619 6.685 6.557
H -3.430 8.055 6.979
H -2.433 6.525 5.211
H -2.621 8.188 4.799
H -4.629 5.967 4.198
H -3.684 6.680 2.895
H -5.884 7.632 2.931
H -4.743 8.904 3.264
H -6.496 7.318 5.200
H -6.815 8.970 4.757
H -3.850 10.241 6.719
H -5.265 10.729 5.845
H -3.996 9.892 4.867
C 5.430 -0.097 -8.388
C 6.339 -0.191 -9.406
C 6.911 -1.585 -9.907
N 7.903 -1.751 -11.037
C 9.170 -2.308 -10.492
C 9.217 -3.580 -9.867
C 9.000 -4.947 -10.979
C 7.629 -4.386 -11.544
C 7.558 -2.936 -12.010
C 8.055 -0.660 -12.015
H 6.348 -0.150 -7.682
H 5.030 -1.126 -7.913
H 4.726 0.827 -8.330
H 8.891 -0.608 -0.753
H 6.517 0.605 -9.944
H 6.012 -2.139 -10.236
H 7.332 -2.069 -8.932
H 9.383 -1.536 -9.709
H 9.968 -2.040 -11.255
H 8.359 -3.913 -9.163
H 10.314 -3.822 -9.490
H 8.744 -5.906 -10.472
H 9.723 -5.012 -11.795
H 6.715 -4.663 -10.914
H 7.643 -4.955 -12.613
H 6.529 -2.740 -12.294
H 8.181 -2.734 -12.830
H 8.683 0.073 -11.550
H 7.156 -0.173 -12.323
H 8.539 -0.961 -12.895
C -0.776 -4.725 6.338
C 0.670 -5.238 6.076
C 1.625 -4.128 5.783
N 3.117 -4.480 5.681
C 3.683 -5.181 6.880
C 5.212 -5.500 6.767
C 5.403 -6.395 5.485
C 4.810 -5.707 4.253
C 3.326 -5.414 4.511
C 3.870 -3.268 5.454
H -1.192 -4.093 5.544
H -0.912 -4.232 7.333
H -1.529 -5.550 6.397
H 0.628 -5.946 5.252
H 1.103 -5.805 6.911
H 1.590 -3.382 6.623
H 1.323 -3.547 4.904
H 3.145 -6.087 6.995
H 3.595 -4.545 7.746
H 5.415 -6.090 7.679
H 5.812 -4.603 6.775
H 4.859 -7.351 5.592
H 6.435 -6.693 5.315
H 4.835 -6.348 3.345
H 5.351 -4.805 4.095
H 2.781 -6.340 4.675
H 2.835 -4.941 3.708
H 3.591 -2.888 4.479
H 4.892 -3.601 5.354
H 3.692 -2.598 6.301
C -0.198 -1.817 1.257
F -0.031 -1.980 -0.062
F 0.776 -0.984 1.774
F -1.299 -1.066 1.363
S -0.246 -3.339 2.198
O -1.428 -3.963 1.740
O 1.050 -3.983 2.015
O -0.417 -2.775 3.549